2 unconnected molecules or ions with the total composition C7H7ClO in a non-equilibrium geometry, computed with ωB97M-V with the def2-TZVPD basis set.

Computed properties:
molar mass: 142.6 g mol⁻¹
HOMO-LUMO gap: 10.058 eV
HOMO level: -9.083 eV
energy above the lowest of the compared OMol25 structures with the same formula, charge and spin: 21.0 kcal/mol
net charge: 0

XYZ file:
```
16
Properties=species:S:1:pos:R:3:lowdin_charge:R:1
C -0.639 0.748 -1.325 -0.18
C -1.288 0.915 0.029 -0.09
C 0.647 0.101 -1.090 -0.22
C -0.721 0.595 1.161 -0.06
C 0.659 -0.044 1.288 -0.23
C -0.231 -2.123 -0.415 0.05
C 1.295 -0.254 -0.014 -0.79
O -0.385 -2.303 0.694 0.04
Cl 2.953 -0.695 0.061 0.71
H -0.479 1.606 -1.878 0.09
H -2.237 1.320 -0.168 0.09
H 1.127 -0.089 -2.126 0.15
H 1.174 0.484 2.002 0.09
H 0.585 -1.039 1.697 0.09
H -1.159 0.725 2.092 0.09
H -1.302 0.054 -2.010 0.16
```